[1]
{"formula": "C33H34F6IrN5OS3", "method": "ωB97M-V/def2-TZVPD", "orbital_gap_ev": [5.631, 6.650], "charge": -1, "e_tot_ev": -95919.96630, "e_homo_ha": [-0.124, -0.175], "s2": 8.7956, "multiplicity": 6, "symbols": ["Ir", "C", "N", "C", "C", "N", "C", "C", "C", "C", "C", "C", "C", "S", "C", "C", "C", "C", "C", "C", "S", "H", "H", "H", "H", "H", "H", "H", "H", "H", "H", "H", "H", "H", "H", "H", "H", "H", "H", "C", "C", "O", "C", "F", "F", "F", "C", "F", "F", "F", "H", "H", "H", "N", "C", "S", "N", "C", "C", "C", "C", "C", "C", "H", "H", "H", "H", "H", "H", "H", "H", "N", "C", "C", "C", "C", "C", "C", "H", "H", "H", "H", "H"], "positions_angstrom": [[15.4084, -14.7051, 0.9254], [12.1682, -16.4329, 1.9253], [12.9881, -15.3170, 2.4013], [13.3286, -15.5342, 3.8217], [14.3656, -16.5955, 4.1101], [15.7073, -16.2901, 3.6889], [16.4045, -15.3644, 4.5961], [16.4484, -17.4412, 3.2548], [17.2585, -18.1964, 4.1176], [18.0312, -19.2639, 3.6708], [17.9910, -19.5992, 2.3480], [17.1485, -18.9239, 1.4833], [16.3402, -17.8718, 1.9258], [15.1841, -17.1571, 0.7890], [12.3884, -13.9981, 2.1848], [11.0084, -13.8320, 2.0688], [10.5015, -12.5226, 1.7794], [11.3816, -11.4779, 1.6327], [12.7446, -11.6477, 1.8899], [13.2808, -12.8718, 2.1199], [15.0328, -12.9447, 2.3990], [11.2535, -16.6010, 2.5449], [12.8063, -17.3419, 1.9344], [11.8668, -16.2369, 0.9143], [12.4221, -15.7507, 4.4257], [13.6381, -14.5930, 4.2269], [14.0353, -17.5603, 3.6769], [14.3719, -16.7938, 5.2139], [16.4549, -15.7406, 5.6486], [15.9029, -14.3945, 4.6188], [17.4243, -15.2192, 4.2148], [17.3632, -17.8629, 5.1691], [18.6473, -19.8195, 4.3903], [18.5468, -20.4633, 1.9905], [17.1763, -19.2351, 0.4174], [10.3666, -14.7036, 2.0420], [9.4435, -12.3467, 1.6447], [11.1703, -10.4504, 1.3633], [13.3580, -10.7235, 1.7625], [14.8085, -15.4778, -2.3049], [13.8176, -14.5617, -1.7029], [13.8790, -14.4626, -0.3462], [14.0761, -13.1578, -2.2633], [15.3805, -12.9090, -2.4214], [13.5255, -13.0475, -3.5287], [13.5531, -12.1892, -1.5046], [12.3420, -15.0004, -1.9251], [11.4906, -14.1058, -1.4458], [12.1079, -16.1962, -1.3361], [12.0713, -15.1722, -3.2361], [15.8061, -15.2964, -1.8637], [14.8666, -15.3530, -3.3877], [14.5639, -16.5464, -2.1275], [13.3241, -21.1950, 1.9364], [12.1656, -21.5196, 1.2743], [10.6755, -21.1614, 1.8715], [12.3277, -22.1448, 0.0845], [13.4038, -23.0581, -0.1887], [13.5938, -24.1176, 0.7208], [14.6091, -25.0374, 0.5269], [15.5615, -24.8525, -0.4607], [15.4113, -23.8001, -1.3765], [14.3263, -22.9034, -1.2452], [13.1887, -20.4559, 2.6741], [14.1010, -21.1013, 1.2702], [11.4517, -22.1849, -0.3943], [12.8654, -24.1745, 1.5441], [14.7266, -25.8435, 1.2937], [16.3883, -25.5193, -0.6193], [16.0993, -23.6505, -2.1906], [14.2215, -22.1218, -1.9831], [17.0600, -14.5646, 0.0911], [18.3439, -14.4606, -0.2684], [19.0326, -13.2436, -0.2579], [20.3476, -13.2108, -0.6660], [21.0294, -14.3292, -1.0598], [20.3065, -15.4829, -1.1967], [19.0152, -15.5428, -0.8404], [18.5736, -12.3158, 0.0181], [20.8793, -12.2440, -0.6487], [22.0932, -14.3035, -1.2529], [20.7251, -16.4109, -1.5972], [18.5045, -16.4975, -0.8662]], "lowdin_charge": [1.115, -0.123, -0.194, -0.194, -0.200, -0.194, -0.098, -0.285, -0.036, -0.125, -0.135, -0.147, -0.592, 0.581, -0.254, -0.014, -0.089, -0.117, -0.166, -0.613, 0.529, 0.092, 0.033, 0.064, 0.128, 0.084, 0.114, 0.129, 0.081, 0.030, 0.096, 0.111, 0.099, 0.096, 0.102, 0.095, 0.087, 0.093, 0.111, -0.027, -0.484, -0.322, -0.534, 0.151, 0.105, 0.163, -0.550, 0.181, 0.134, 0.133, 0.066, 0.100, 0.090, 0.089, -1.002, 0.574, 0.020, -0.240, -0.032, -0.095, -0.097, -0.075, -0.012, 0.113, 0.109, 0.108, 0.126, 0.117, 0.094, 0.095, 0.107, -0.157, -0.397, -0.034, -0.121, -0.126, -0.129, -0.058, 0.104, 0.106, 0.094, 0.107, 0.110]}

---

[2]
{"formula": "C3H4O2", "method": "ωB97M-V/def2-TZVPD", "orbital_gap_ev": 9.736, "charge": 0, "e_tot_ev": -7267.21972, "e_homo_ha": -0.331, "e_above_lowest_kcal_mol": 79.9, "symbols": ["C", "C", "C", "O", "O", "H", "H", "H", "H"], "positions_angstrom": [[-1.3645, -0.5972, -0.5787], [0.8646, 0.3282, 0.8497], [0.4717, 0.0259, -0.5233], [-1.9272, -0.2707, 0.4146], [0.6353, 1.3780, -0.0997], [-1.6536, -1.1406, -1.5354], [0.0515, 0.3882, 1.5856], [1.9331, 0.2347, 1.2391], [0.9891, -0.3466, -1.3519]], "lowdin_charge": [-0.092, -0.148, -0.169, 0.038, -0.064, 0.113, 0.105, 0.131, 0.087]}